# 1
C8H32O8 | the ωB97M-V functional and the def2-TZVPD basis

Cartesian coordinates (Å):
C1 12.53 11.02 -12.42
O1 13.95 11.00 -12.35
H1 12.12 11.91 -11.93
H2 12.26 11.06 -13.47
H3 12.12 10.11 -11.98
H4 14.25 11.62 -11.67
C2 13.42 6.45 -11.79
O2 12.27 7.17 -11.38
H5 13.13 5.47 -12.19
H6 13.98 6.99 -12.56
H7 14.05 6.32 -10.91
H8 11.85 7.48 -12.20
C3 13.08 9.09 -8.73
O3 13.98 8.90 -9.79
H9 12.06 8.79 -9.01
H10 13.39 8.52 -7.85
H11 13.03 10.15 -8.45
H12 13.52 8.42 -10.48
C4 17.49 13.66 -10.49
O4 17.51 12.83 -11.62
H13 18.25 13.38 -9.75
H14 17.70 14.68 -10.81
H15 16.50 13.67 -10.01
H16 17.06 12.01 -11.38
C5 16.55 9.27 -11.84
O5 16.48 10.31 -10.88
H17 17.56 9.26 -12.23
H18 16.24 8.31 -11.43
H19 15.88 9.54 -12.67
H20 15.92 10.01 -10.15
C6 11.00 13.47 -14.76
O6 11.63 14.30 -15.70
H21 10.16 14.00 -14.30
H22 10.60 12.56 -15.23
H23 11.68 13.16 -13.97
H24 12.57 14.12 -15.68
C7 14.20 11.17 -16.77
O7 14.11 11.37 -15.36
H25 15.18 11.49 -17.13
H26 14.03 10.13 -17.06
H27 13.42 11.75 -17.27
H28 14.15 10.53 -14.90
C8 10.86 8.22 -14.92
O8 11.10 7.13 -14.06
H29 11.78 8.65 -15.32
H30 10.19 7.96 -15.74
H31 10.35 8.98 -14.33
H32 11.30 6.33 -14.55

Computed properties:
HOMO	-9.51	eV
frontier orbital gap	9.771	eV
relative energy (zero: lowest compared OMol25 entry of this formula, charge and spin)	3.206	eV
E_LUMO	0.265	eV
SMILES	CO.CO.CO.CO.CO.CO.CO.CO

# 2
H12N2Si4 | the ωB97M-V functional and the def2-TZVPD basis

Cartesian coordinates (Å):
N1 -0.34 0.03 0.92
N2 0.15 -0.11 -1.18
Si1 1.19 0.07 1.71
Si2 -2.03 0.07 1.11
Si3 0.43 -1.75 -1.56
Si4 0.33 1.51 -1.70
H1 1.10 -0.85 2.86
H2 2.21 -0.39 0.78
H3 1.51 1.43 2.17
H4 -2.66 -1.13 0.55
H5 -2.13 0.09 2.58
H6 -2.62 1.28 0.54
H7 1.80 -2.19 -1.29
H8 0.19 -1.78 -3.01
H9 -0.54 -2.57 -0.84
H10 -0.56 2.36 -0.91
H11 1.72 1.99 -1.59
H12 -0.08 1.48 -3.11

Computed properties:
HOMO (alpha / beta)	-8.63 / -8.89	eV
expectation value of S²	2.01
multiplicity	3
frontier orbital gap (alpha / beta)	9.364 / 6.160	eV
relative energy (zero: lowest compared OMol25 entry of this formula, charge and spin)	0.000	eV
E_LUMO (alpha / beta)	0.737 / -2.733	eV

# 3
H12O5S2 | the ωB97M-V functional and the def2-TZVPD basis

Cartesian coordinates (Å):
S1 -2.16 -0.95 -0.18
S2 -3.04 0.87 0.56
H1 -1.00 -0.64 0.39
H2 -1.98 1.07 1.33
O1 1.69 -2.63 -0.17
H3 0.84 -2.67 0.29
H4 1.53 -1.96 -0.88
O2 3.43 -0.55 0.23
H5 4.12 -0.53 -0.43
H6 3.23 -1.49 0.25
O3 0.85 -0.63 -2.19
H7 0.46 0.21 -1.84
H8 1.56 -0.33 -2.75
O4 2.09 1.46 1.68
H9 2.45 0.94 0.91
H10 2.00 0.76 2.35
O5 0.53 2.42 -0.45
H11 0.94 2.33 0.46
H12 0.05 3.23 -0.34

Computed properties:
HOMO	-8.67	eV
frontier orbital gap	8.661	eV
relative energy (zero: lowest compared OMol25 entry of this formula, charge and spin)	0.656	eV
E_LUMO	-0.012	eV
SMILES	SS.O.O.O.O.O

# 4
C2H9N2O | the ωB97M-V functional and the def2-TZVPD basis

Cartesian coordinates (Å):
C1 2.15 -0.32 0.83
C2 -2.14 -0.42 0.53
N1 1.21 -0.56 -0.34
N2 -2.81 0.28 -0.39
O1 0.04 0.09 -0.36
H1 1.43 -0.56 1.67
H2 3.00 -1.08 0.76
H3 2.45 0.68 0.88
H4 -1.86 -0.21 1.53
H5 -1.91 -1.42 0.39
H6 1.75 -0.41 -1.17
H7 -3.28 1.25 -0.14
H8 1.01 -1.53 -0.37
H9 -2.92 -0.15 -1.35

Computed properties:
HOMO	-13.51	eV
frontier orbital gap	9.142	eV
relative energy (zero: lowest compared OMol25 entry of this formula, charge and spin)	4.871	eV
E_LUMO	-4.363	eV
charge	+1

# 5
C4H7N2O | the ωB97M-V functional and the def2-TZVPD basis

Cartesian coordinates (Å):
C1 -1.57 -0.45 -0.42
C2 -0.36 -0.62 0.58
O1 0.68 -1.58 0.22
C3 1.81 -0.97 -0.27
N1 1.92 0.33 -0.29
C4 0.65 0.69 0.16
N2 0.09 1.84 0.03
H1 -2.09 -1.47 -0.37
H2 -1.10 -0.24 -1.29
H3 -2.10 0.40 -0.06
H4 -0.47 -0.67 1.75
H5 2.60 -1.70 -0.44
H6 -0.81 1.88 0.48
H7 0.75 2.57 -0.09

Computed properties:
HOMO	-15.92	eV
frontier orbital gap	10.782	eV
relative energy (zero: lowest compared OMol25 entry of this formula, charge and spin)	2.087	eV
E_LUMO	-5.141	eV
SMILES	C[C@H]1OC=NC1=[NH2+]
charge	+1

# 6
C4H5N5 | the ωB97M-V functional and the def2-TZVPD basis

Cartesian coordinates (Å):
H1 -1.34 2.91 -0.07
N1 -0.91 2.40 0.72
C1 -0.14 1.50 0.26
C2 0.70 0.67 1.11
C3 1.06 -0.58 0.92
N2 0.59 -1.36 -0.14
C4 -0.36 -0.94 -1.11
N3 -1.34 -1.60 -1.51
H2 -1.48 -2.39 -0.85
N4 -0.02 0.26 -1.78
N5 0.07 1.36 -1.22
H3 0.92 1.24 2.03
H4 1.68 -1.10 1.65
H5 0.56 -2.36 0.02

Computed properties:
HOMO	-9.04	eV
frontier orbital gap	8.860	eV
relative energy (zero: lowest compared OMol25 entry of this formula, charge and spin)	1.870	eV
E_LUMO	-0.180	eV
SMILES	[H]/N=c1/cc[nH]/c(=N\[H])nn1

# 7
C4H7NO | the ωB97M-V functional and the def2-TZVPD basis

Cartesian coordinates (Å):
C1 -1.20 -0.69 0.31
O1 -0.15 -1.57 -0.10
C2 1.04 -0.88 -0.32
C3 0.40 1.20 1.00
N1 0.69 0.55 -0.39
C4 -0.69 0.73 0.10
H1 -1.44 -0.86 1.36
H2 -2.08 -0.92 -0.31
H3 1.74 -1.01 0.50
H4 1.48 -1.20 -1.28
H5 0.55 2.28 0.84
H6 0.94 1.06 -1.23
H7 -1.30 1.36 -0.55

Computed properties:
HOMO	-7.65	eV
frontier orbital gap	8.352	eV
relative energy (zero: lowest compared OMol25 entry of this formula, charge and spin)	4.495	eV
E_LUMO	0.706	eV

# 8
C16H20AlF8NO5P | the ωB97M-V functional and the def2-TZVPD basis

Cartesian coordinates (Å):
N1 0.81 -4.01 -2.45
P1 -0.58 -3.45 -1.88
O1 -0.62 -3.85 -0.25
O2 -1.81 -4.32 -2.65
Al1 -0.67 -1.14 -2.32
C1 1.22 -0.39 -2.41
C2 1.95 -0.18 -1.05
O3 2.72 0.77 -0.97
C3 1.82 -1.08 0.20
C4 1.25 -0.48 1.42
C5 1.09 -1.19 2.67
C6 1.50 -2.59 2.69
C7 2.09 -3.17 1.50
C8 2.25 -2.47 0.24
C9 -1.95 -0.09 -1.11
F1 -2.48 0.97 -1.91
F2 -1.36 0.53 0.00
C10 -3.20 -0.86 -0.57
F3 -4.03 -1.33 -1.58
F4 -2.89 -1.88 0.31
C11 -1.44 -0.98 -4.24
F5 -1.04 -2.18 -4.90
F6 -2.83 -0.96 -4.28
C12 -0.79 0.21 -5.06
F7 -1.76 0.75 -5.92
F8 0.22 -0.31 -5.85
H1 1.29 -3.19 -2.85
H2 -0.31 -4.78 -0.22
H3 -1.39 -5.18 -2.87
H4 1.14 0.63 -2.88
H5 1.81 -1.02 -3.13
H6 0.95 0.59 1.34
H7 0.66 -0.64 3.53
H8 1.37 -3.16 3.64
H9 2.41 -4.24 1.54
H10 2.71 -2.92 -0.66
H11 -3.82 -0.12 0.01
H12 -0.44 1.07 -4.43
O4 1.14 1.40 3.45
C13 0.78 2.54 3.59
O5 -0.31 2.97 2.94
C14 -0.94 4.24 3.17
C15 -0.27 5.34 2.36
C16 1.58 3.51 4.42
H13 -0.97 4.47 4.24
H14 -1.97 4.13 2.84
H15 0.77 5.47 2.64
H16 -0.79 6.29 2.50
H17 -0.28 5.08 1.30
H18 2.39 3.92 3.80
H19 2.01 2.97 5.26
H20 0.99 4.32 4.83

Computed properties:
HOMO	-5.36	eV
frontier orbital gap	7.574	eV
E_LUMO	2.216	eV
charge	-1

# 9
C6H15N3O2 | the ωB97M-V functional and the def2-TZVPD basis

Cartesian coordinates (Å):
C1 -2.07 1.96 0.67
C2 -2.04 0.83 -0.35
O1 -1.92 1.05 -1.55
N1 -2.16 -0.44 0.13
C3 -2.31 -0.73 1.54
C4 -2.13 -1.51 -0.86
H1 -1.25 1.86 1.39
H2 -1.97 2.89 0.12
H3 -3.02 1.96 1.23
H4 -2.38 -1.82 1.67
H5 -1.45 -0.38 2.13
H6 -3.22 -0.28 1.96
H7 -2.23 -2.48 -0.35
H8 -1.20 -1.49 -1.42
H9 -2.94 -1.38 -1.57
C5 4.42 0.68 -0.39
N2 3.68 -0.25 0.46
N3 2.31 -0.01 0.43
C6 1.47 -0.92 -0.15
O2 0.29 -0.72 -0.31
H10 4.24 1.72 -0.14
H11 5.50 0.48 -0.27
H12 4.15 0.51 -1.43
H13 4.01 -0.20 1.42
H14 1.95 0.91 0.64
H15 1.99 -1.83 -0.43

Computed properties:
HOMO	-8.36	eV
frontier orbital gap	9.152	eV
relative energy (zero: lowest compared OMol25 entry of this formula, charge and spin)	0.916	eV
E_LUMO	0.792	eV
SMILES	CC(=O)N(C)C.CNNC=O

# 10
C35H39N4O2 | the ωB97M-V functional and the def2-TZVPD basis

Cartesian coordinates (Å):
C1 4.72 -0.91 3.39
O1 4.01 0.15 2.68
C2 2.68 0.01 2.42
C3 1.91 1.18 2.14
C4 0.52 1.13 2.27
C5 -0.13 -0.08 2.53
N1 -1.52 -0.16 2.60
C6 -2.40 0.85 2.22
N2 -3.61 0.27 2.52
C7 -4.92 0.75 2.22
C8 -3.50 -1.03 3.00
C9 -2.20 -1.30 3.05
C10 0.63 -1.26 2.66
C11 2.02 -1.24 2.55
H1 5.75 -0.57 3.46
H2 4.32 -1.04 4.41
H3 4.69 -1.86 2.86
H4 2.39 2.10 1.84
H5 -0.08 2.03 2.17
H6 -4.88 1.81 1.96
H7 -5.32 0.16 1.37
H8 -5.61 0.58 3.05
H9 -4.39 -1.61 3.16
H10 -1.71 -2.20 3.38
H11 0.16 -2.24 2.78
H12 2.58 -2.19 2.61
C12 -6.09 6.88 4.16
N3 -5.55 6.57 2.86
C13 -5.39 7.57 1.95
O2 -5.72 8.75 2.09
C14 -4.68 6.98 0.74
C15 -3.44 7.80 0.37
C16 -2.32 7.59 1.37
C17 -2.38 8.19 2.64
C18 -1.43 7.89 3.62
C19 -0.39 7.00 3.33
C20 -0.26 6.47 2.04
C21 -1.22 6.77 1.07
N4 -4.40 5.62 1.17
C22 -3.57 4.80 0.48
C23 -3.27 3.51 0.88
C24 -2.39 2.56 0.28
C25 -2.69 1.77 -0.93
C26 -2.11 2.03 -2.19
C27 -2.41 1.20 -3.28
C28 -3.12 0.00 -3.07
C29 -3.62 -0.32 -1.80
C30 -3.51 0.63 -0.80
C31 -4.96 5.28 2.47
C32 -3.93 4.80 3.55
C33 -4.69 3.77 4.41
C34 -6.12 3.66 3.86
C35 -6.06 4.19 2.43
H13 -6.61 7.84 4.07
H14 -6.81 6.13 4.49
H15 -5.29 6.99 4.93
H16 -5.40 7.00 -0.11
H17 -3.09 7.50 -0.63
H18 -3.71 8.87 0.37
H19 -3.16 8.93 2.84
H20 -1.53 8.32 4.62
H21 0.35 6.76 4.10
H22 0.56 5.78 1.80
H23 -1.13 6.37 0.06
H24 -3.18 5.23 -0.44
H25 -3.72 3.19 1.82
H26 -1.33 2.63 0.57
H27 -1.43 2.87 -2.27
H28 -2.09 1.47 -4.28
H29 -3.23 -0.73 -3.88
H30 -4.11 -1.29 -1.61
H31 -3.95 0.51 0.17
H32 -3.06 4.33 3.07
H33 -3.55 5.66 4.12
H34 -4.20 2.78 4.36
H35 -4.69 4.06 5.47
H36 -6.54 2.64 3.96
H37 -6.78 4.30 4.48
H38 -7.00 4.62 2.05
H39 -5.73 3.41 1.73

Computed properties:
HOMO	-10.55	eV
frontier orbital gap	5.936	eV
relative energy (zero: lowest compared OMol25 entry of this formula, charge and spin)	2.338	eV
E_LUMO	-4.611	eV
charge	+1

# 11
C3H8N3S | the ωB97M-V functional and the def2-TZVPD basis

Cartesian coordinates (Å):
C1 -1.61 1.73 -1.52
C2 -0.38 -0.25 -1.29
C3 1.36 0.96 0.01
N1 -0.48 1.91 -0.95
N2 0.20 0.77 -0.74
N3 -0.82 -0.79 1.33
S1 -1.89 0.12 -1.98
H1 -2.40 2.43 -1.72
H2 -0.16 -1.37 -1.37
H3 1.75 0.05 0.45
H4 2.19 1.18 -0.66
H5 1.21 1.65 0.73
H6 -0.92 -1.81 1.28
H7 -1.54 -0.46 1.97
H8 0.14 -0.64 1.77

Computed properties:
HOMO	-14.21	eV
frontier orbital gap	9.882	eV
relative energy (zero: lowest compared OMol25 entry of this formula, charge and spin)	1.405	eV
E_LUMO	-4.328	eV
charge	+1

# 12
C3H12N4 | the ωB97M-V functional and the def2-TZVPD basis

Cartesian coordinates (Å):
C1 -1.28 -0.50 0.63
C2 -0.40 -0.18 -1.37
C3 -1.02 1.08 -1.97
N1 -0.18 -0.44 1.41
N2 0.63 0.65 0.99
N3 0.44 -1.69 1.65
N4 1.93 0.56 1.53
H1 0.52 0.47 -0.15
H2 1.15 -1.52 2.35
H3 0.92 -1.99 0.79
H4 2.61 0.32 0.81
H5 2.18 1.46 1.93
H6 -1.80 -1.44 0.65
H7 -1.84 0.42 0.58
H8 -0.91 -1.07 -1.73
H9 0.62 -0.34 -1.74
H10 -0.96 1.08 -3.06
H11 -0.53 1.98 -1.60
H12 -2.07 1.16 -1.71

Computed properties:
HOMO	-8.05	eV
frontier orbital gap	9.030	eV
relative energy (zero: lowest compared OMol25 entry of this formula, charge and spin)	5.601	eV
E_LUMO	0.983	eV

# 13
C34H40Cl2O20 | the ωB97M-V functional and the def2-TZVPD basis

Cartesian coordinates (Å):
Cl1 -2.27 0.64 0.14
C1 -0.88 1.20 1.10
C2 0.42 0.90 0.35
Cl2 1.82 1.20 1.39
H1 -0.93 0.66 2.05
H2 -0.99 2.26 1.31
H3 0.46 1.55 -0.52
H4 0.40 -0.16 0.10
C3 -3.48 2.56 4.22
O1 -3.85 3.88 3.88
C4 -4.31 4.09 2.56
C5 -4.31 5.56 2.29
O2 -2.98 6.04 2.19
C6 -2.96 7.43 2.10
H5 -2.77 2.11 3.52
H6 -4.37 1.93 4.20
H7 -3.06 2.54 5.22
H8 -5.31 3.63 2.57
H9 -3.71 3.63 1.76
H10 -4.81 6.14 3.07
H11 -4.79 5.69 1.31
H12 -1.96 7.83 2.29
H13 -3.67 7.97 2.74
H14 -3.19 7.77 1.08
C7 4.28 -2.24 -1.09
O3 3.53 -1.66 -0.07
C8 2.80 -2.48 0.81
C9 3.65 -2.90 2.01
O4 2.72 -3.74 2.68
C10 3.16 -4.33 3.88
H15 5.09 -2.88 -0.69
H16 4.75 -1.48 -1.71
H17 3.69 -2.98 -1.65
H18 2.26 -3.28 0.30
H19 1.97 -1.88 1.20
H20 3.97 -2.01 2.55
H21 4.50 -3.49 1.65
H22 3.43 -3.52 4.57
H23 4.05 -4.94 3.73
H24 2.39 -4.95 4.35
C11 0.20 -0.73 -2.41
C12 1.34 -0.07 -2.68
C13 1.41 0.98 -3.73
O5 2.41 1.62 -3.93
C14 0.13 1.19 -4.45
C15 -1.00 0.54 -4.18
C16 -1.06 -0.53 -3.13
O6 -2.04 -1.23 -2.98
O7 -2.15 0.76 -4.84
O8 2.47 -0.43 -2.07
H25 0.20 -1.46 -1.61
H26 0.13 1.89 -5.27
H27 -2.84 0.27 -4.35
H28 3.17 0.22 -2.24
C17 -1.31 -3.26 -3.79
C18 -2.20 -3.49 -4.76
C19 -3.70 -3.28 -4.52
O9 -4.47 -3.50 -5.42
C20 -4.00 -2.69 -3.22
C21 -3.08 -2.54 -2.26
C22 -1.64 -2.80 -2.48
O10 -0.81 -2.67 -1.60
O11 -3.41 -2.03 -1.07
O12 -1.90 -3.78 -6.02
H29 -0.27 -3.48 -4.01
H30 -5.03 -2.50 -2.96
H31 -2.59 -1.88 -0.56
H32 -2.70 -4.05 -6.49
C23 5.03 3.22 -2.02
C24 4.71 2.60 -0.87
C25 4.91 3.23 0.49
O13 4.63 2.60 1.48
C26 5.47 4.56 0.49
C27 5.89 5.12 -0.66
C28 5.45 4.60 -2.01
O14 5.50 5.24 -3.04
O15 6.32 6.39 -0.71
O16 4.45 1.28 -0.76
H33 5.09 2.67 -2.95
H34 5.63 5.07 1.43
H35 6.26 6.70 -1.63
H36 4.23 1.13 0.19
C29 -2.69 -2.44 2.37
C30 -3.71 -3.31 2.41
C31 -3.51 -4.80 2.33
O17 -4.47 -5.54 2.23
C32 -2.12 -5.22 2.39
C33 -1.10 -4.35 2.38
C34 -1.28 -2.86 2.35
O18 -0.34 -2.09 2.35
O19 0.12 -4.78 2.68
O20 -4.99 -2.92 2.45
H37 -2.88 -1.39 2.53
H38 -1.91 -6.27 2.52
H39 0.79 -4.07 2.70
H40 -5.51 -3.75 2.44

Computed properties:
HOMO	-8.93	eV
frontier orbital gap	6.599	eV
E_LUMO	-2.335	eV

# 14
C3H10NO3 | the ωB97M-V functional and the def2-TZVPD basis

Cartesian coordinates (Å):
O1 1.48 2.42 -0.06
C1 0.61 1.54 -0.32
C2 1.12 0.11 -0.56
N1 0.33 -1.00 -0.03
C3 0.13 -0.91 1.44
O2 -0.57 1.83 -0.65
H1 0.95 3.39 0.07
H2 2.26 0.03 -0.26
H3 1.11 0.19 -1.61
H4 -0.59 -0.98 -0.61
H5 0.72 -1.93 -0.27
H6 -0.85 -1.33 1.72
H7 0.22 0.12 1.68
H8 0.96 -1.58 2.03
H9 -2.66 -1.13 -0.33
H10 -2.96 0.03 -1.16
O3 -2.27 -0.80 -1.08

Computed properties:
HOMO	-14.64	eV
frontier orbital gap	11.269	eV
relative energy (zero: lowest compared OMol25 entry of this formula, charge and spin)	2.625	eV
E_LUMO	-3.371	eV
charge	+1